A:
The following is a DFT calculation (ωB97M-V/def2-TZVPD) of a cluster of 2 separate species, C10H16 in total.

Each atom is followed by the atoms it is bonded to, with distances in Å.
Geometry (Å):
1 C 3.60637 0.68886 0.85603  C2 1.527, H3 1.094, H4 1.087, H5 1.083
2 C 3.53367 0.80927 -0.66491  C1 1.527, H6 1.094, H7 1.086, H8 1.092
3 H 4.41678 0.00964 1.13828  C1 1.094
4 H 3.90283 1.64662 1.27632  C1 1.087
5 H 2.67074 0.28981 1.22685  C1 1.083
6 H 2.83877 1.60726 -0.94243  C2 1.094
7 H 3.17991 -0.08780 -1.16417  C2 1.086
8 H 4.49761 1.14061 -1.05721  C2 1.092
9 C -1.19441 -1.93882 0.37393  C10 1.535, C11 1.513, H17 1.095, H18 1.091
10 C -2.26076 -2.86474 -0.22846  C9 1.535, H19 1.086, H25 1.075, H26 1.086
11 C -1.36422 -0.46452 0.07781  C9 1.513, C12 1.395, C13 1.401
12 C -2.61898 0.12797 -0.06845  C11 1.395, C14 1.383, H20 1.081
13 C -0.19399 0.29878 -0.03120  C11 1.401, C15 1.382, H21 1.067
14 C -2.68573 1.50800 -0.13164  C12 1.383, C16 1.385, H22 1.085
15 C -0.28586 1.67050 -0.17573  C13 1.382, C16 1.383, H23 1.084
16 C -1.53214 2.26240 -0.27016  C14 1.385, C15 1.383, H24 1.072
17 H -1.17784 -2.06999 1.46074  C9 1.095
18 H -0.20919 -2.27449 0.04791  C9 1.091
19 H -3.27695 -2.58932 0.03944  C10 1.086
20 H -3.48050 -0.52483 -0.06464  C12 1.081
21 H 0.68618 -0.29587 0.06494  C13 1.067
22 H -3.64789 2.00846 -0.10147  C14 1.085
23 H 0.57754 2.31672 -0.06880  C15 1.084
24 H -1.68906 3.31987 -0.35560  C16 1.072
25 H -2.01892 -3.86956 0.06764  C10 1.075
26 H -2.27395 -2.72485 -1.30503  C10 1.086

For the highest occupied orbital energy, the calculation gives -0.32900 Eh. Its SMILES is CCc1ccccc1.CC. The HOMO-LUMO gap comes out at 9.968 eV. As for the total charge: 0. As for the spin multiplicity: 1. The value obtained for the LUMO energy is 1.02 eV.



B:
The following is a DFT calculation (ωB97M-V/def2-TZVPD) of a cluster of 2 separate species, C10H16 in total.

Each atom is followed by the atoms it is bonded to, with distances in Å.
Geometry (Å):
1 C -0.59001 3.94192 1.01385  C7 1.495, H13 1.085, H14 1.094, H15 1.090
2 C -0.68201 0.21917 -1.13124  C3 1.390, C4 1.372, H8 1.085
3 C -1.22513 0.29016 0.14616  C2 1.390, C5 1.388, H9 1.081
4 C -0.00250 1.28371 -1.66713  C2 1.372, C6 1.391, H10 1.082
5 C -1.14684 1.45397 0.89858  C3 1.388, C7 1.419, H11 1.083
6 C 0.01791 2.46565 -0.93404  C4 1.391, C7 1.397, H12 1.090
7 C -0.59708 2.62271 0.31027  C1 1.495, C5 1.419, C6 1.397
8 H -0.81436 -0.69341 -1.70220  C2 1.085
9 H -1.90912 -0.44111 0.55425  C3 1.081
10 H 0.43201 1.24355 -2.65771  C4 1.082
11 H -1.50547 1.49127 1.92029  C5 1.083
12 H 0.59536 3.34337 -1.22272  C6 1.090
13 H -1.59174 4.35910 0.98613  C1 1.085
14 H 0.13021 4.61878 0.54433  C1 1.094
15 H -0.24175 3.80393 2.03798  C1 1.090
16 C 0.92234 -2.96362 0.40662  C17 1.528, C18 1.568, H19 1.095, H20 1.093
17 C 2.32308 -3.38003 0.85334  C16 1.528, H21 1.098, H22 1.085, H25 1.096
18 C 0.25788 -4.12739 -0.40819  C16 1.568, H23 1.092, H24 1.090, H26 1.085
19 H 0.22169 -2.83249 1.23796  C16 1.095
20 H 0.98221 -1.99084 -0.08777  C16 1.093
21 H 3.06063 -2.75087 0.33771  C17 1.098
22 H 2.57405 -4.39425 0.55937  C17 1.085
23 H -0.36855 -3.66478 -1.17411  C18 1.092
24 H 1.04135 -4.69024 -0.91637  C18 1.090
25 H 2.52066 -3.21061 1.91822  C17 1.096
26 H -0.32728 -4.71132 0.29502  C18 1.085

For the highest occupied orbital energy, the calculation gives -0.33141 Eh. Its SMILES is Cc1ccccc1.CCC. The HOMO-LUMO gap comes out at 10.018 eV. As for the total charge: 0. As for the spin multiplicity: 1. The value obtained for the LUMO energy is 1.00 eV.



C:
The following is a DFT calculation (ωB97M-V/def2-TZVPD) of a cluster of 2 separate species, C10H16 in total.

Each atom is followed by the atoms it is bonded to, with distances in Å.
Geometry (Å):
1 C -0.35907 2.55815 0.92300  C5 1.498, H12 1.089, H13 1.097, H15 1.094
2 C 0.85839 -0.66071 2.47525  C3 1.406, C4 1.387, H8 1.082
3 C 1.87379 -0.99077 1.56077  C2 1.406, C6 1.388, H9 1.082
4 C -0.00687 0.39400 2.22543  C2 1.387, C5 1.402, H10 1.081
5 C 0.20670 1.18036 1.08508  C1 1.498, C4 1.402, C7 1.398
6 C 1.80253 -0.45455 0.28281  C3 1.388, C7 1.367, H11 1.084
7 C 1.05105 0.67212 0.09413  C5 1.398, C6 1.367, H14 1.087
8 H 0.80901 -1.29170 3.35330  C2 1.082
9 H 2.60495 -1.76294 1.76129  C3 1.082
10 H -0.76724 0.61145 2.96251  C4 1.081
11 H 2.35665 -0.91768 -0.52610  C6 1.084
12 H 0.25705 3.41057 1.20713  C1 1.089
13 H -1.25589 2.63906 1.54981  C1 1.097
14 H 1.04354 1.24554 -0.82884  C7 1.087
15 H -0.65940 2.69014 -0.12050  C1 1.094
16 C -1.28259 -1.24292 -1.87174  C17 1.529, C18 1.525, H19 1.092, H20 1.092
17 C -2.30539 -0.10790 -1.91648  C16 1.529, H21 1.084, H25 1.097, H26 1.099
18 C -0.62913 -1.34722 -3.24577  C16 1.525, H22 1.092, H23 1.084, H24 1.095
19 H -0.49990 -0.96704 -1.16235  C16 1.092
20 H -1.64753 -2.20009 -1.49460  C16 1.092
21 H -2.55839 0.32173 -2.87922  C17 1.084
22 H 0.18288 -2.07050 -3.34222  C18 1.092
23 H -1.38168 -1.59713 -3.98530  C18 1.084
24 H -0.23890 -0.35800 -3.50656  C18 1.095
25 H -3.14808 -0.28332 -1.23705  C17 1.097
26 H -1.89989 0.77210 -1.39863  C17 1.099

For the highest occupied orbital energy, the calculation gives -0.32792 Eh. Its SMILES is Cc1ccccc1.CCC. The HOMO-LUMO gap comes out at 9.888 eV. As for the total charge: 0. As for the spin multiplicity: 1. The value obtained for the LUMO energy is 0.97 eV.



Name the least stable of them. C.



A:
The following is a DFT calculation (ωB97M-V/def2-TZVPD) of the molecule C5H6N4O5.

Each atom is followed by the atoms it is bonded to, with distances in Å.
Geometry (Å):
1 C 1.16456 0.60694 0.20355  C4 1.341, N6 1.401, O10 1.394
2 C -1.15669 1.48807 -0.45584  N6 1.356, N8 1.370, O11 1.204
3 C -0.40536 -1.43165 -0.72367  N7 1.405, N9 1.426, O12 1.167
4 C 1.82043 -0.52638 -0.08347  C1 1.341, N7 1.400, O13 1.362
5 C -2.06357 -0.55463 0.85031  N8 1.391, N9 1.407, O14 1.203
6 N 0.13842 1.11558 -0.60277  C1 1.401, C2 1.356, H15 1.016
7 N 0.99505 -1.38146 -0.82317  C3 1.405, C4 1.400, H16 0.973
8 N -2.05106 0.58088 0.04750  C2 1.370, C5 1.391, H17 0.960
9 N -0.89299 -1.29728 0.60997  C3 1.426, C5 1.407, H18 1.025
10 O 1.88867 1.57762 0.89357  C1 1.394, H20 0.902
11 O -1.48864 2.58239 -0.83238  C2 1.204
12 O -1.07719 -1.55761 -1.66997  C3 1.167
13 O 2.94249 -1.13440 0.39313  C4 1.362, H19 0.997
14 O -2.92077 -0.83401 1.64671  C5 1.203
15 H 0.47915 1.95768 -1.05730  N6 1.016
16 H 1.23974 -1.71070 -1.70561  N7 0.973
17 H -2.92416 0.98033 0.04569  N8 0.960
18 H -0.68606 -2.08817 1.22894  N9 1.025
19 H 3.65820 -0.59537 0.82950  O13 0.997
20 H 1.33977 2.22216 1.20532  O10 0.902

For the highest occupied orbital energy, the calculation gives -0.32607 Eh. Its SMILES is O=c1[nH]c(O)c(O)[nH]c(=O)[nH]c(=O)[nH]1. The HOMO-LUMO gap comes out at 9.057 eV. As for the total charge: 0. As for the spin multiplicity: 1. The value obtained for the LUMO energy is 0.18 eV.



B:
The following is a DFT calculation (ωB97M-V/def2-TZVPD) of the molecule C5H6N4O5.

Each atom is followed by the atoms it is bonded to, with distances in Å.
Geometry (Å):
1 O 1.04724 2.19317 -0.04434  C6 1.204
2 O -2.99257 -2.63582 -0.30290  C7 1.202
3 O 0.70982 -1.61095 1.25394  C8 1.195
4 O -0.45111 0.16214 -2.06125  C9 1.238
5 O -1.22492 1.07974 1.04235  C14 1.406, H15 0.954
6 C 1.86961 1.31454 -0.07029  O1 1.204, N10 1.382, N11 1.377
7 C -2.62938 -1.48969 -0.30764  O2 1.202, N12 1.289, N13 1.364
8 C 0.51881 -0.65653 0.56042  O3 1.195, N11 1.381, C14 1.580
9 C -1.25899 -0.16069 -1.18064  O4 1.238, N12 1.302, C14 1.545
10 N 3.15093 1.77715 0.16530  C6 1.382, H16 1.054, H17 1.005
11 N 1.67702 -0.03210 0.14176  C6 1.377, C8 1.381, H18 0.977
12 N -2.33530 -0.86066 -1.39417  C7 1.289, C9 1.302, H19 0.980
13 N -1.99681 -0.94330 0.76962  C7 1.364, C14 1.422, H20 1.051
14 C -0.94109 -0.09863 0.32969  O5 1.406, C8 1.580, C9 1.545, N13 1.422
15 H -0.62343 1.78356 0.81169  O5 0.954
16 H 3.92856 1.15136 0.50474  N10 1.054
17 H 3.21251 2.77918 0.21283  N10 1.005
18 H 2.47214 -0.56237 0.34665  N11 0.977
19 H -2.31576 -1.43409 -2.18834  N12 0.980
20 H -1.81729 -1.75603 1.41057  N13 1.051

For the highest occupied orbital energy, the calculation gives -0.37688 Eh. Its SMILES is NC(=O)NC(=O)[C@]1(O)NC(=O)NC1=O. The HOMO-LUMO gap comes out at 10.407 eV. As for the total charge: 0. As for the spin multiplicity: 1. The value obtained for the LUMO energy is 0.15 eV.



Name the least stable of them. A.